Density functional theory data (ωB97M-V/def2-TZVPD) for a molecular structure, C27H35BiN4O3S.

Geometry as XYZ:
```
71
Properties=species:S:1:pos:R:3:forces:R:3:lowdin_charge:R:1
Bi 1.782 -0.987 -0.036 -0.007 0.024 0.020 1.916
C 4.331 1.503 -0.157 -0.006 0.011 -0.018 -0.180
C 2.924 2.071 -0.016 -0.006 0.002 0.003 -0.188
N 1.951 1.310 -0.829 0.000 0.000 0.009 -0.159
C 2.119 1.521 -2.290 -0.004 -0.011 -0.020 -0.150
C 2.107 0.228 -3.101 0.016 -0.016 0.011 -0.192
N 2.885 -0.822 -2.422 -0.004 0.016 -0.020 -0.149
C 4.347 -0.571 -2.405 0.008 -0.017 0.020 -0.179
C 4.984 -0.744 -1.033 -0.008 0.005 -0.011 -0.206
N 4.321 0.043 0.026 -0.004 -0.008 0.020 -0.156
H 4.977 1.988 0.577 0.001 0.001 -0.002 0.136
H 4.750 1.750 -1.132 0.005 0.001 0.005 0.113
H 2.917 3.129 -0.291 -0.003 0.002 -0.004 0.136
H 2.597 1.999 1.023 0.005 -0.002 0.005 0.101
H 1.012 1.594 -0.561 -0.001 -0.005 0.006 0.093
H 3.058 2.049 -2.448 -0.001 0.005 0.001 0.113
H 1.332 2.178 -2.661 0.005 0.001 0.002 0.138
H 2.504 0.442 -4.099 -0.007 0.002 0.002 0.136
H 1.089 -0.139 -3.215 0.000 0.012 0.009 0.102
H 2.707 -1.701 -2.896 0.007 -0.002 0.004 0.127
H 4.531 0.433 -2.787 0.001 0.003 0.004 0.112
H 4.854 -1.247 -3.095 -0.003 0.004 -0.003 0.137
H 6.047 -0.493 -1.118 -0.002 -0.001 -0.001 0.134
H 4.932 -1.794 -0.734 0.002 -0.005 -0.003 0.119
H 4.769 -0.188 0.905 -0.003 -0.006 -0.001 0.122
C -3.334 0.652 -4.540 0.007 0.012 -0.007 -0.040
O -3.677 -0.630 -4.022 -0.009 0.000 0.001 -0.034
C -2.920 -1.169 -3.070 0.026 -0.026 0.017 -0.262
C -3.325 -2.440 -2.616 -0.008 0.005 -0.007 0.027
C -2.608 -3.050 -1.635 -0.006 0.009 0.003 -0.001
C -1.455 -2.467 -1.048 0.017 0.004 -0.001 -0.112
C -0.785 -3.163 0.018 -0.012 -0.003 0.012 -0.369
C -1.345 -4.442 0.569 -0.005 0.013 0.015 0.008
O 0.273 -2.745 0.547 0.010 0.015 -0.018 -0.212
C -1.051 -1.196 -1.528 -0.051 0.023 0.016 -0.307
O -0.008 -0.491 -1.069 0.031 -0.034 -0.028 -0.351
C -1.795 -0.562 -2.525 -0.003 0.019 -0.015 0.053
H -4.083 0.878 -5.290 0.001 -0.003 0.001 0.104
H -2.346 0.629 -5.004 -0.003 -0.002 -0.001 0.100
H -3.363 1.408 -3.753 -0.002 -0.001 0.000 0.098
H -4.199 -2.896 -3.058 0.000 -0.009 0.004 0.134
H -2.934 -4.022 -1.293 -0.003 -0.006 -0.002 0.118
H -2.367 -4.299 0.923 -0.001 -0.007 -0.001 0.104
H -0.717 -4.780 1.388 0.005 0.001 -0.004 0.093
H -1.370 -5.215 -0.200 0.003 -0.004 -0.006 0.105
H -1.471 0.418 -2.844 0.001 -0.004 0.000 0.112
N 0.762 0.149 1.651 -0.005 -0.027 -0.035 -0.457
S -0.859 0.018 1.764 0.010 0.016 0.003 1.087
C -1.545 1.633 1.515 0.045 0.029 0.022 -0.427
C -2.837 1.684 1.013 -0.027 0.013 -0.004 -0.069
C -3.427 2.924 0.813 -0.004 -0.013 -0.005 -0.045
C -2.720 4.084 1.097 0.010 0.007 0.001 -0.043
C -1.418 4.017 1.582 -0.011 -0.004 0.004 -0.050
C -0.821 2.784 1.796 -0.015 -0.001 -0.021 -0.090
C -1.171 -0.321 3.481 0.021 -0.076 -0.012 -0.382
C -0.896 -1.629 3.876 -0.011 0.028 0.021 -0.080
C -1.100 -1.982 5.198 -0.003 0.012 0.003 -0.048
C -1.585 -1.042 6.100 0.003 -0.017 0.001 -0.041
C -1.867 0.251 5.687 0.001 0.020 -0.001 -0.043
C -1.661 0.626 4.366 -0.012 -0.001 -0.006 -0.052
H 1.197 0.445 2.518 -0.002 0.001 0.003 0.041
H -3.376 0.772 0.786 -0.003 -0.006 0.000 0.121
H -4.437 2.984 0.431 -0.004 -0.004 0.000 0.120
H -3.184 5.047 0.938 0.002 0.005 0.000 0.120
H -0.874 4.925 1.804 -0.001 0.005 -0.005 0.118
H 0.189 2.721 2.182 0.004 -0.005 0.012 0.106
H -0.523 -2.350 3.158 0.008 -0.010 -0.005 0.100
H -0.891 -2.991 5.524 0.003 -0.003 -0.002 0.119
H -1.750 -1.324 7.131 -0.001 -0.001 0.002 0.121
H -2.253 0.974 6.392 -0.001 0.002 0.000 0.121
H -1.895 1.630 4.040 0.003 0.009 0.006 0.112
```
Positions in Å, forces in eV/Å.

Energy above the lowest of the compared OMol25 structures with the same formula, charge and spin, kcal/mol: 0.0
Lowest unoccupied orbital energy, eV: -5.17
HOMO-LUMO gap, eV: 8.4
Net charge: +2
HOMO, Ha: -0.497
Largest force on an atom, eV/A: 0.080
Total energy, a.u.: -2106.899183